ORCA calculation (the ωB97M-V functional and the def2-TZVPD basis) on an isolated ion of composition C3H7N6 and charge +1.

Positions of all 16 atoms, in Å:
H -0.763 -0.929 -0.386
N 0.628 -0.468 -1.324
H 2.898 0.535 -1.914
H 0.982 -0.903 -2.118
C 1.225 0.531 -0.834
H 1.425 1.782 0.792
N -1.370 0.616 1.544
N 2.338 1.197 -1.261
H -1.541 -2.508 -0.402
N -2.274 -1.402 1.091
C -0.306 0.661 1.022
H -3.207 0.148 2.270
N 0.806 0.869 0.483
N -1.356 -1.695 0.195
C -2.381 -0.362 1.774
H 2.894 1.926 -0.929

Its charge is +1. The total energy comes out at -12154.5792 eV. The orbital gap is 8.183 eV. As for the SMILES: [H]/N=C(\N)[NH+]=C=N/C=N\N. The lowest unoccupied orbital energy comes out at -4.82 eV. For the HOMO energy, the calculation gives -12.9988 eV.

***

ORCA calculation (the ωB97M-V functional and the def2-TZVPD basis) on a 10-piece molecular cluster, C28H56Br12O8S4 overall.

Positions of all 108 atoms, in Å:
Br 6.779 -9.288 -15.305
C 13.756 -7.456 -5.553
O 13.680 -5.246 -8.996
S 19.013 -9.201 -7.326
H 19.502 -8.768 -10.884
Br 11.395 -7.736 -3.965
Br 14.016 -13.157 -15.279
C 13.297 -7.291 -4.141
H 17.237 -10.005 -8.559
H 18.633 -14.058 -11.186
O 19.047 -8.490 -6.083
H 14.990 -6.076 -11.300
C 9.032 -9.404 -8.155
C 6.843 -8.360 -7.871
H 5.864 -8.299 -7.399
H 8.344 -11.524 -16.570
H 20.957 -10.593 -7.716
H 17.713 -7.501 -9.028
Br 12.503 -9.826 -11.377
O 7.858 -5.973 -7.339
H 19.005 -9.655 -13.223
H 10.220 -8.128 -6.749
C 9.433 -8.113 -7.495
O 19.336 -8.494 -8.543
H 15.399 -12.046 -13.502
Br 17.692 -11.042 -11.604
H 17.102 -13.424 -9.766
H 19.912 -11.130 -12.813
C 16.119 -7.665 -10.485
S 14.281 -6.541 -9.045
C 7.551 -9.681 -7.940
C 11.159 -15.189 -13.141
H 16.704 -7.656 -11.405
H 6.709 -7.882 -8.848
H 10.622 -15.888 -13.765
C 17.952 -16.066 -11.472
H 15.534 -10.722 -15.689
H 20.406 -10.228 -10.586
H 15.003 -11.123 -10.088
H 11.971 -11.431 -9.502
H 20.256 -10.759 -6.143
H 16.935 -12.051 -7.632
H 19.418 -12.792 -7.058
C 12.826 -11.315 -10.153
Br 12.369 -17.542 -12.309
O 13.572 -7.662 -8.484
Br 13.747 -9.301 -6.130
H 12.845 -12.199 -10.786
H 12.022 -14.817 -13.684
H 9.152 -9.437 -14.496
H 16.021 -16.354 -12.625
H 13.704 -11.530 -13.421
Br 10.661 -11.737 -15.767
H 17.124 -14.747 -8.674
C 8.997 -10.772 -16.164
H 12.478 -15.226 -11.482
S 15.718 -15.074 -10.626
H 13.160 -6.846 -6.224
H 19.222 -15.175 -9.947
C 17.666 -11.472 -7.074
H 15.948 -7.173 -7.469
H 14.127 -10.237 -8.826
C 18.365 -14.908 -10.560
O 7.761 -7.688 -5.504
O 14.876 -13.971 -11.022
C 17.414 -10.030 -7.478
H 7.399 -10.167 -6.969
C 8.488 -10.175 -14.913
Br 21.666 -8.828 -12.172
H 16.685 -14.728 -12.642
C 14.117 -11.112 -9.474
C 17.188 -14.512 -9.731
H 13.855 -7.862 -3.415
H 8.259 -10.880 -14.122
H 7.145 -10.331 -8.709
Br 9.993 -13.674 -12.768
S 7.937 -7.329 -6.889
H 13.867 -10.088 -15.250
H 10.851 -15.945 -11.127
H 17.279 -5.975 -9.866
H 14.050 -7.583 -11.149
O 15.128 -16.188 -9.930
C 15.917 -6.494 -8.322
C 14.548 -11.720 -14.073
Br 15.475 -9.074 -13.708
C 20.004 -10.689 -7.212
H 18.686 -16.221 -12.264
C 19.077 -11.859 -7.497
H 9.653 -10.248 -7.877
C 14.822 -6.963 -10.697
H 14.788 -7.113 -5.647
C 11.636 -15.795 -11.846
C 20.058 -9.558 -11.369
H 16.063 -8.711 -10.180
H 19.093 -12.041 -8.586
Br 14.369 -12.582 -8.177
C 16.626 -15.656 -12.055
H 17.863 -16.991 -10.900
H 16.726 -9.410 -6.928
H 13.302 -6.239 -3.875
H 17.509 -11.636 -6.006
H 9.220 -9.980 -16.864
C 19.293 -10.334 -12.424
C 14.811 -10.488 -14.920
H 16.044 -5.493 -7.913
H 9.153 -9.257 -9.230
C 16.899 -6.890 -9.406
H 9.789 -7.385 -8.228

Its charge is 0. The total energy comes out at -930174.8639 eV. The orbital gap is 9.749 eV. As for the SMILES: O=S1(=O)CCCC1.O=S1(=O)CCCC1.O=S1(=O)CCCC1.O=S1(=O)CCCC1.BrCCBr.BrCCBr.BrCCBr.BrCCBr.BrCCBr.BrCCBr. The lowest unoccupied orbital energy comes out at -0.15 eV. For the HOMO energy, the calculation gives -9.8965 eV.

***

ORCA calculation (the ωB97M-V functional and the def2-TZVPD basis) on one molecule with the formula C9H14O3.

Positions of all 26 atoms, in Å:
C -0.166 1.480 1.882
H 2.301 1.665 -2.095
O -1.957 -2.056 -0.654
H 1.032 1.666 2.156
H -0.244 -0.267 -1.818
C -0.549 1.313 0.358
H 1.078 -0.298 0.951
C -1.880 0.413 -0.019
C 0.533 -2.088 -0.441
H -0.734 2.220 2.695
H -0.405 0.585 2.417
C -0.782 -2.818 -1.096
O -0.959 -3.651 -1.935
H 0.880 -2.144 0.770
H 1.443 -2.579 -0.964
H 1.831 2.171 0.343
C -0.005 -0.734 -0.796
C 0.624 0.331 0.084
H -2.505 0.566 0.704
C 1.816 1.248 -0.396
O 1.324 1.603 -1.669
H -2.232 0.807 -0.942
H 2.603 0.635 -0.619
H -0.725 2.285 -0.198
H -1.001 -1.333 1.149
C -1.320 -1.020 0.133

Its charge is 0. The total energy comes out at -15696.7901 eV. The orbital gap is 10.425 eV. As for the SMILES: C[C@@H]1C[C@H]2OC(=O)C[C@@H]2[C@H]1CO. The lowest unoccupied orbital energy comes out at 0.54 eV. For the HOMO energy, the calculation gives -9.8822 eV.

***

ORCA calculation (the ωB97M-V functional and the def2-TZVPD basis) on C59H71As2N3O4PS3Ti as an isolated structure.

Positions of all 144 atoms, in Å:
C -5.979 -2.748 2.804
H 3.656 1.130 -0.728
H 0.260 1.344 -4.230
C -0.338 8.487 -2.457
C -4.146 5.530 -1.204
H -5.900 -3.812 2.577
H -0.623 3.828 -2.309
C 0.666 7.058 -0.648
H -2.514 3.557 5.814
O -0.384 -0.797 -0.250
H 3.614 3.111 -2.193
H 2.206 -4.021 4.906
H 1.042 7.964 -0.189
H 4.841 0.260 1.665
C -2.084 3.302 3.714
C 2.560 -4.841 -2.659
C -2.626 2.987 2.446
H -0.298 3.833 4.805
H 1.571 -4.619 -3.058
H 3.675 -0.116 -4.336
H 1.799 -0.106 4.330
C 1.026 1.342 -3.468
H 3.275 -3.225 2.117
H -5.145 5.755 -3.109
N -3.290 -5.819 0.046
H -3.122 -1.558 -0.676
C -0.272 4.738 -1.840
C -2.826 -5.188 -0.793
H 2.442 -5.145 3.574
N 2.025 0.218 -1.607
H 0.586 9.046 -2.606
H 3.299 -4.221 -3.167
C 0.717 -0.172 4.201
H -2.449 -3.553 -5.090
H -3.371 1.383 -3.571
H -0.838 -1.648 3.976
H 3.073 -2.133 3.458
H 4.164 -1.693 -4.994
H 7.194 0.603 -2.538
C 1.939 2.379 -3.347
H 7.509 -2.599 -2.984
As 0.855 -2.565 2.404
H 0.443 0.474 3.366
C -0.520 5.973 -2.426
H -2.015 -3.463 3.599
S 5.038 -1.450 -0.909
H -5.080 -2.735 0.256
C -0.143 -4.203 2.772
H -4.530 3.514 -3.910
H 6.975 -2.216 -4.643
H 3.666 1.553 2.140
C -2.090 -3.606 -4.073
H 4.976 -4.219 -0.821
C -2.738 -4.379 -3.126
H -4.270 -1.081 4.113
H 1.892 3.234 -4.009
C -2.936 3.306 4.848
H -3.618 -4.956 -3.375
C -4.259 3.005 4.727
H 1.973 -6.755 -0.377
S 0.751 3.102 0.103
O 2.112 3.171 0.711
C -0.699 3.585 3.830
H -4.432 2.420 1.386
H 4.478 -5.927 -0.597
O 1.637 0.301 1.241
H -6.907 -2.389 2.355
C 2.898 2.317 -2.347
H -6.057 -2.630 3.882
H 0.170 -4.541 3.760
H -2.293 0.091 3.202
C 1.103 0.289 -2.577
C 2.672 -3.046 3.011
H 3.109 -1.608 -3.553
H 3.820 0.070 3.088
H 1.183 3.741 2.815
C 3.938 -1.143 -4.082
H -0.835 8.386 -3.421
C 0.122 3.542 2.742
C 1.589 -5.767 -0.121
H 0.548 -5.699 -0.437
C -3.057 3.410 -0.829
H 2.798 -5.891 -2.840
C -2.337 0.850 -1.792
H -4.902 3.014 5.597
H 0.265 0.240 5.104
C 3.857 0.479 2.074
O 2.129 -3.109 -0.606
H -2.042 -0.134 -2.130
C -4.013 -1.198 3.068
H -1.081 6.025 -3.352
H 1.651 -5.645 0.959
C 6.649 -2.500 -3.643
C 2.910 1.221 -1.506
H -4.417 6.521 -0.865
H -0.703 -3.607 -0.528
C -3.363 -1.473 0.375
C 4.257 -4.888 -0.352
C -4.461 -2.121 0.898
C -2.277 2.531 -0.019
P 2.602 -4.524 -0.904
C -4.221 3.850 -2.928
H 5.688 1.333 -3.140
C 0.424 4.682 -0.647
C 6.391 0.510 -3.266
C -1.093 -3.637 -1.542
C -0.062 7.146 -1.838
H -5.852 2.442 3.373
H 3.823 -4.338 4.305
C -4.560 5.094 -2.483
C -2.221 -4.398 -1.835
H 1.488 5.771 0.867
C -0.952 -2.909 -3.691
C 2.798 -0.171 1.275
C -4.008 2.672 2.350
C -2.897 -0.541 2.561
H 0.567 -2.238 4.843
C -1.973 1.288 -0.500
C -2.579 -0.692 1.222
N -0.451 -2.916 -2.453
C -3.460 2.977 -2.113
C -0.423 3.228 1.481
H -0.407 -2.322 -4.424
S -1.165 0.190 0.648
C -1.756 2.949 1.316
H -0.977 9.087 -1.808
C -1.656 -4.004 2.725
H 4.329 -4.752 0.728
C -3.069 1.690 -2.576
C 0.914 5.838 -0.048
C -4.800 2.682 3.459
C -3.410 4.713 -0.397
H 0.412 -0.544 -2.629
H 6.116 -3.449 -3.688
H -2.167 -4.966 2.700
H 6.797 0.519 -4.276
C 0.251 -1.609 4.007
C -4.797 -2.004 2.254
H -3.087 5.057 0.577
As 5.487 -1.150 -2.931
C 2.785 -4.200 3.999
H 0.151 -4.972 2.061
H -1.974 -3.448 1.842
Ti 1.671 -1.193 -0.015

Its charge is +2. The total energy comes out at -261574.8266 eV. The orbital gap (spin up / spin down) is 7.820 / 7.801 eV. The lowest unoccupied orbital energy (spin up / spin down) comes out at -4.28 / -4.30 eV. The multiplicity is 2. For the HOMO energy (spin up / spin down), the calculation gives -12.1008 / -12.1012 eV. Its expectation value of S² is 0.75.

***

Record-wise energy relative to the best compared isomer or geometry (same formula, charge and spin) values, in kJ/mol: 255.2 0.0 451.9 0.0